(1)
# C36H33N3O6

A 6-piece molecular cluster, C36H33N3O6 overall at a distorted geometry (wB97M-V/def2-TZVPD, the Open Molecules 2025 dataset).

```
78
Properties=species:S:1:pos:R:3:forces:R:3:mulliken_charge:R:1
O -24.802541 -28.118674 6.929167 0.0 0.1 0.0 -0.5907
N -24.989311 -26.949848 6.644830 0.0 -0.5 0.0 1.0107
O -25.646674 -26.168335 7.294580 0.0 0.2 0.2 -0.5590
C -24.397947 -26.463277 5.400564 0.2 0.5 -0.3 0.0923
C -23.894609 -25.171418 5.353502 -0.4 -0.2 0.4 -0.2945
C -23.299800 -24.711401 4.191901 -0.4 -0.2 0.7 0.2185
C -23.173121 -25.575773 3.110883 -0.2 0.6 -0.3 -0.7996
C -23.782755 -26.821221 3.134510 0.6 0.1 0.0 -0.4515
C -24.372190 -27.286595 4.297705 0.5 -0.7 0.2 -0.5252
H -23.953237 -24.553545 6.241933 -0.1 0.1 -0.1 0.6662
H -23.029402 -23.666903 4.235921 0.5 -0.1 -0.6 -0.0078
H -22.604614 -25.266051 2.242429 -0.2 0.0 -0.1 0.4460
H -23.687659 -27.440630 2.253560 -0.1 -0.2 0.1 0.3697
H -24.613228 -28.335850 4.417373 -0.5 0.1 -0.1 0.4211
O -24.942348 -20.470982 11.491356 -0.1 0.0 0.1 -0.6194
N -24.790146 -19.759470 10.520617 -0.3 0.1 -0.1 1.0289
O -25.485225 -18.796579 10.246834 0.1 -0.2 0.1 -0.6232
C -23.689052 -20.078936 9.614522 0.0 -0.7 -0.5 -0.2894
C -23.530036 -19.347865 8.458556 0.2 0.6 -0.6 -0.3609
C -22.444970 -19.602483 7.628354 0.1 -0.3 0.4 -0.4810
C -21.566769 -20.641783 7.935654 -0.4 0.8 -0.2 -0.2716
C -21.791865 -21.413635 9.063151 0.5 -0.1 -0.2 -0.2830
C -22.879578 -21.173688 9.883979 0.3 0.2 0.4 -0.3163
H -24.232797 -18.580322 8.164962 0.0 0.1 0.4 0.4503
H -22.239420 -18.956769 6.785948 -0.2 -0.1 -0.2 0.3834
H -20.718712 -20.789269 7.281615 0.1 -0.2 0.2 0.4306
H -21.039731 -22.154084 9.308636 -0.3 -0.3 0.1 0.4400
H -23.053760 -21.785327 10.757173 0.0 0.1 0.1 0.5274
O -16.314469 -22.437689 2.123441 0.1 0.0 0.2 -0.6015
N -15.441343 -23.014531 2.740627 -0.1 -0.1 0.2 1.0322
O -15.366438 -23.074966 3.958047 -0.1 0.1 -0.4 -0.5893
C -14.410344 -23.720562 1.959278 0.5 0.5 0.2 0.1094
C -13.435167 -24.426238 2.646644 -0.5 -0.4 -0.1 -0.2779
C -12.487461 -25.108045 1.906921 0.3 -0.1 -0.3 -0.4523
C -12.454395 -24.966846 0.523307 -0.2 0.2 -0.5 -0.3580
C -13.432614 -24.235724 -0.147089 0.2 0.7 0.4 -0.4664
C -14.393731 -23.554774 0.586230 -0.4 -0.5 0.1 -0.3192
H -13.477741 -24.484055 3.723501 0.0 0.0 0.0 0.4335
H -11.773291 -25.768191 2.380398 0.1 0.2 0.2 0.3611
H -11.649517 -25.362961 -0.084333 0.0 -0.4 0.3 0.3490
H -13.397401 -24.073199 -1.215242 0.1 -0.2 0.0 0.3606
H -15.166676 -22.956004 0.127670 0.1 0.0 -0.1 0.4238
C -19.494719 -24.933815 8.032460 0.0 0.0 0.4 -0.4393
C -20.858718 -25.142649 7.899939 -0.6 -0.8 -0.3 -0.1067
C -21.707531 -25.110328 8.998754 0.3 0.3 0.7 -0.3165
C -21.173781 -24.837871 10.255345 0.3 0.3 0.1 -0.6779
C -19.809805 -24.598764 10.392509 0.2 -0.3 0.1 -0.4144
C -18.966900 -24.673871 9.295922 -0.1 0.6 -0.7 -0.5066
H -18.826042 -24.968712 7.182960 -0.1 0.0 -0.1 0.4697
H -21.308425 -25.469614 6.965730 0.3 0.3 -0.2 0.4257
H -22.774380 -25.274195 8.919776 0.0 -0.1 -0.2 0.4758
H -21.781588 -24.749691 11.147818 -0.2 -0.2 -0.2 0.3911
H -19.378807 -24.409067 11.368588 -0.1 0.1 0.0 0.3669
H -17.920786 -24.397640 9.350441 0.0 -0.3 0.3 0.3500
C -26.020345 -19.270603 5.749703 0.0 0.2 0.1 -0.4170
C -25.137463 -18.618735 4.894030 -0.3 -0.1 0.4 -0.4105
C -24.375851 -19.361753 4.011437 0.7 0.2 -0.2 -0.2685
C -24.468121 -20.740535 3.986418 -0.5 -0.6 0.3 -0.4932
C -25.338185 -21.392677 4.862534 -0.1 0.3 -0.7 -0.3847
C -26.137737 -20.650105 5.721639 0.1 -0.4 -0.1 -0.6693
H -26.608311 -18.696115 6.455857 -0.1 0.0 -0.1 0.4155
H -25.068786 -17.540490 4.941363 0.1 0.0 -0.1 0.3960
H -23.634424 -18.878801 3.383422 -0.2 0.1 -0.1 0.4902
H -23.938269 -21.346597 3.261042 0.3 0.2 0.0 0.4706
H -25.462803 -22.464604 4.761408 0.0 0.0 0.2 0.5295
H -26.866451 -21.173319 6.328563 0.1 0.2 0.2 0.4196
C -18.486431 -20.248116 5.154686 -0.1 -0.3 0.1 -0.5444
C -19.666408 -19.611815 4.796520 0.3 -0.3 -0.4 -0.6969
C -20.828549 -20.363694 4.638871 0.6 0.6 -0.6 -0.0733
C -20.779721 -21.738375 4.787095 -0.9 0.4 0.9 0.1619
C -19.625682 -22.364998 5.215668 0.0 -0.3 0.1 -0.2958
C -18.475530 -21.624338 5.399343 0.6 0.7 -0.3 -0.5126
H -17.553174 -19.703911 5.225381 -0.1 0.1 0.0 0.4118
H -19.640303 -18.566593 4.510960 -0.2 0.1 0.3 0.4313
H -21.705979 -19.827082 4.305239 -0.3 -0.3 0.1 0.0152
H -21.719499 -22.274849 4.799356 0.1 -0.2 -0.4 0.1731
H -19.672880 -23.422506 5.441590 0.2 0.0 -0.1 0.4289
H -17.508122 -22.040145 5.653013 -0.2 -0.4 0.1 0.3877
```
Forces are in eV/Å.

molecular weight: 603.675 Da
SMILES: O=[N+]([O-])c1ccccc1.O=[N+]([O-])c1ccccc1.O=[N+]([O-])c1ccccc1.c1ccccc1.c1ccccc1.c1ccccc1
total energy: -54613.9054 eV
strongest force on any atom: 1.3 eV/Å

=====

(2)
# C36H34As2IrNO5P

C36H34As2IrNO5P as an isolated structure at a distorted geometry (wB97M-V/def2-TZVPD, the Open Molecules 2025 dataset).

```
80
Properties=species:S:1:pos:R:3:forces:R:3:mulliken_charge:R:1
Ir -0.261901 0.849758 0.198225 -0.4 0.8 0.4 1.8338
C 0.507248 0.599235 3.777357 -0.1 0.1 0.0 -1.7945
As 0.312023 -0.395469 2.133602 0.5 0.1 0.0 1.4100
C -1.085715 -1.612344 2.660348 -0.2 0.0 -0.1 -1.1841
C 1.999634 -1.369277 2.105070 0.1 0.1 -0.1 0.2117
C 3.044364 -0.770870 2.813313 0.0 0.1 -0.1 -0.7575
C 4.313598 -1.325580 2.811728 0.0 0.0 0.0 -0.8272
C 4.549600 -2.486662 2.094341 0.0 0.0 0.0 -1.0756
C 3.512423 -3.079398 1.391785 0.0 -0.1 0.0 -0.3834
C 2.230466 -2.539865 1.376906 -0.1 0.1 0.0 -0.0460
As 0.809152 -3.448775 0.370047 -0.1 0.0 0.0 0.8074
C 1.004952 -5.171589 1.294780 0.0 0.0 0.0 -1.3454
C 1.777315 -3.882950 -1.277169 0.0 0.0 0.0 -1.3598
H -0.469484 0.967592 4.083318 0.0 -0.1 0.0 0.5832
H 1.185263 1.441731 3.667726 0.0 0.0 0.0 0.4553
H 0.876870 -0.095168 4.530366 0.0 0.0 0.0 0.6592
H -0.685967 -2.201892 3.484999 0.0 0.0 0.0 0.4523
H -1.361506 -2.252794 1.829635 0.0 0.0 0.0 0.2769
H -1.952206 -1.041967 2.995643 0.0 0.0 0.0 0.4478
H 2.894093 0.145688 3.366075 0.0 0.0 0.0 0.2175
H 5.109629 -0.847898 3.367165 0.0 0.0 0.0 0.4496
H 5.536517 -2.930544 2.081643 0.0 0.0 0.0 0.4266
H 3.708507 -3.991845 0.841123 0.0 0.0 0.0 0.3902
H 1.990227 -5.608082 1.133590 0.0 0.0 0.0 0.3960
H 0.247530 -5.860958 0.923172 0.0 0.0 0.0 0.4121
H 0.853472 -5.028433 2.364230 0.0 0.0 0.0 0.3702
H 2.805000 -3.529497 -1.239836 0.0 0.0 0.0 0.4325
H 1.278895 -3.394431 -2.111190 0.0 0.0 0.0 0.3120
H 1.767284 -4.961499 -1.427963 0.0 0.0 0.0 0.4963
O 1.836925 -0.633617 -1.045405 -0.2 0.0 0.0 -0.5817
C 1.597724 0.369260 -0.417204 0.0 -0.3 -0.2 0.2536
C 2.730141 1.346009 -0.148544 -0.2 -0.1 0.1 0.5124
C 4.044246 0.974267 -0.404103 0.1 0.0 0.0 -0.7202
C 5.060509 1.886461 -0.175608 0.0 0.0 0.0 -0.8579
C 4.765942 3.165654 0.290438 0.0 0.0 0.0 -0.7659
C 3.455111 3.543537 0.532639 0.0 -0.1 0.0 -0.8676
C 2.433163 2.620915 0.326180 0.1 0.1 0.0 0.4527
P 0.656139 2.901786 0.472978 0.4 -0.3 0.4 0.9366
C 0.181690 3.868990 -0.978444 -0.1 -0.1 -0.1 0.3180
C -0.937474 4.701282 -0.935054 0.0 0.0 0.0 -0.4381
C -1.342382 5.371879 -2.077340 0.0 0.0 0.0 -0.8090
C -0.644958 5.205035 -3.267253 0.0 0.0 0.0 -0.5112
C 0.457384 4.364462 -3.319698 0.0 0.0 0.0 -0.8555
C 0.870465 3.692611 -2.179241 0.0 0.0 0.0 -0.3861
C 0.287261 3.970138 1.877440 0.0 0.1 -0.1 0.7743
C 0.769699 5.281217 1.917492 0.1 0.0 0.0 -0.3291
C 0.492485 6.088860 3.006177 0.0 0.0 0.0 -0.9709
C -0.286846 5.605421 4.051782 0.0 0.0 0.0 -0.5866
C -0.803359 4.320857 3.998143 0.0 0.0 0.0 -1.0741
C -0.519371 3.508880 2.908736 -0.1 0.0 -0.1 -0.2331
H 4.247299 -0.023590 -0.769735 0.0 0.0 0.0 0.5525
H 6.088510 1.608348 -0.366499 0.0 0.0 0.0 0.4376
H 5.566917 3.872804 0.461352 0.0 0.0 0.0 0.4687
H 3.239941 4.542105 0.886431 0.0 0.0 0.0 0.3600
H -1.485327 4.828393 -0.009590 0.0 0.0 0.0 0.4845
H -2.203203 6.026059 -2.040343 0.0 0.0 0.0 0.4361
H -0.962036 5.734052 -4.156144 0.0 0.0 0.0 0.4177
H 0.996813 4.231502 -4.247691 0.0 0.0 0.0 0.4500
H 1.736995 3.043368 -2.222417 0.0 0.0 0.0 0.4054
H 1.345256 5.678671 1.090678 0.0 0.0 0.0 0.4489
H 0.874049 7.100543 3.036774 0.0 0.0 0.0 0.4433
H -0.508294 6.242358 4.897736 0.0 0.0 0.0 0.4152
H -1.436919 3.956618 4.796145 0.0 0.0 0.0 0.4501
H -0.956583 2.523419 2.827117 0.0 0.1 0.0 0.8205
O -2.217311 1.822409 0.427619 0.1 0.0 -0.2 -0.8329
C -3.331030 1.356716 0.130251 0.0 -0.2 0.1 -0.2662
C -3.627023 -0.005983 -0.157460 -0.1 0.1 0.0 0.7727
C -4.988861 -0.369272 -0.176940 0.0 0.0 -0.1 -0.6885
C -5.334468 -1.670213 -0.374774 -0.1 0.0 0.0 -0.4171
C -4.363976 -2.659648 -0.597741 0.0 0.0 0.0 -0.5546
C -3.041330 -2.320508 -0.625277 0.0 0.0 0.0 -0.3157
C -2.619023 -0.982482 -0.403997 0.1 0.0 -0.1 0.3002
O -1.353352 -0.728873 -0.500718 0.1 -0.5 0.0 -0.9069
N -6.754808 -2.047744 -0.348924 0.1 0.0 0.1 1.0263
O -7.568288 -1.155428 -0.227237 0.0 0.0 0.0 -0.6129
O -7.015245 -3.228995 -0.434815 0.0 0.0 0.0 -0.6098
H -4.174013 2.058440 0.118067 0.0 0.0 0.1 0.4096
H -5.760575 0.373867 -0.023869 0.0 0.0 0.0 0.5379
H -4.685152 -3.679988 -0.752972 0.0 0.0 0.0 0.5299
H -2.273442 -3.055765 -0.819867 0.0 0.0 0.0 0.5099
```
Forces are in eV/Å.

molecular weight: 933.705 Da
total charge: +1
strongest force on any atom: 1.0 eV/Å
energy relative to the best compared isomer or geometry (same formula, charge and spin): 20.6 kcal/mol